Entry 1:
Density functional theory data (ωB97M-V/def2-TZVPD) for a 4-piece molecular cluster, C21H49O10P overall at a distorted geometry.

Last column: Löwdin charge in e.
Atoms and positions in Å:
1 P 3.5856 -6.0409 1.4014  0.8082
2 C 1.9474 -6.7630 1.9438  -0.4217
3 C 0.9570 -6.3758 0.7685  -0.3752
4 C -0.5234 -5.8327 1.2655  -0.0407
5 O 0.7011 -5.0125 0.6583  -0.1726
6 H 4.2081 -6.9128 0.4616  -0.1141
7 H 3.2094 -4.9272 0.5983  -0.1132
8 H 1.9179 -7.8571 2.0184  0.0819
9 H 1.6154 -6.2012 2.8244  0.0671
10 H 0.9773 -7.0105 -0.1416  0.1363
11 H -0.8214 -4.8794 1.7413  0.1126
12 H -0.2807 -6.2978 2.2823  0.0472
13 C 6.5424 0.3931 -2.8897  -0.1142
14 O 5.6141 -0.5705 -3.3438  -0.1999
15 C 6.1969 -1.8297 -3.6399  -0.1945
16 C 5.3771 -2.9787 -3.0759  -0.1787
17 O 5.3805 -3.0914 -1.6579  -0.1253
18 C 4.7130 -2.0877 -0.9011  -0.1785
19 C 3.2017 -2.0539 -1.0592  -0.1925
20 O 2.8289 -1.5900 -2.3469  -0.2089
21 C 1.7712 -2.3225 -2.9355  -0.1037
22 H 7.0813 0.8328 -3.7344  0.0872
23 H 5.9845 1.1780 -2.3778  0.0881
24 H 7.2505 -0.0371 -2.1738  0.0868
25 H 7.2211 -1.8975 -3.2604  0.1224
26 H 6.2257 -1.9288 -4.7324  0.1266
27 H 5.8329 -3.9056 -3.4354  0.1272
28 H 4.3593 -2.9731 -3.4656  0.1112
29 H 5.1549 -1.1077 -1.0794  0.1105
30 H 4.9265 -2.3287 0.1446  0.1259
31 H 2.7803 -1.3568 -0.3248  0.1286
32 H 2.7956 -3.0521 -0.8616  0.1010
33 H 1.8836 -3.3989 -2.7706  0.0864
34 H 1.7891 -2.1389 -4.0095  0.0894
35 H 0.8107 -1.9829 -2.5338  0.0885
36 C -4.8695 -0.2861 -3.4378  -0.1137
37 O -3.7422 0.4857 -3.7990  -0.1996
38 C -4.0560 1.8214 -4.1593  -0.1948
39 C -3.1032 2.8177 -3.5192  -0.1786
40 O -3.2284 2.9614 -2.1097  -0.1229
41 C -2.8327 1.8721 -1.2842  -0.1749
42 C -1.3448 1.5637 -1.2850  -0.1961
43 O -0.9276 1.0100 -2.5223  -0.2046
44 C 0.3001 1.5262 -2.9975  -0.1060
45 H -5.3914 -0.6419 -4.3313  0.0870
46 H -4.5159 -1.1459 -2.8678  0.0887
47 H -5.5566 0.2799 -2.8003  0.0868
48 H -5.0840 2.0801 -3.8873  0.1224
49 H -3.9570 1.8990 -5.2495  0.1264
50 H -3.3457 3.8028 -3.9277  0.1273
51 H -2.0692 2.6209 -3.8024  0.1113
52 H -3.4242 0.9836 -1.5029  0.1125
53 H -3.1038 2.1716 -0.2669  0.1195
54 H -1.1336 0.8192 -0.5074  0.1256
55 H -0.7870 2.4771 -1.0502  0.1220
56 H 0.3666 2.6094 -2.8519  0.0863
57 H 0.3623 1.3222 -4.0660  0.0901
58 H 1.1362 1.0298 -2.4927  0.0841
59 C -2.8370 4.8722 2.0043  -0.1065
60 O -2.8614 3.7072 2.8059  -0.2012
61 C -1.5856 3.1162 2.9884  -0.1964
62 C -1.3516 2.7239 4.4381  -0.1784
63 O -1.1977 3.8079 5.3455  -0.1200
64 C -2.3329 4.6187 5.6238  -0.1788
65 C -3.4530 3.9329 6.3869  -0.1948
66 O -4.1194 2.9694 5.5857  -0.2008
67 C -4.4083 1.7632 6.2608  -0.1145
68 H -2.8012 4.6030 0.9441  0.0815
69 H -3.7535 5.4309 2.1969  0.0900
70 H -1.9907 5.5185 2.2596  0.0883
71 H -0.7817 3.7821 2.6596  0.1239
72 H -1.5560 2.2076 2.3726  0.1210
73 H -0.4013 2.1840 4.4760  0.1275
74 H -2.1093 2.0237 4.7899  0.1115
75 H -2.7034 5.0950 4.7165  0.1108
76 H -1.9578 5.4264 6.2588  0.1278
77 H -4.1945 4.6864 6.6783  0.1265
78 H -3.0431 3.4793 7.2957  0.1229
79 H -3.5720 1.4420 6.8901  0.0859
80 H -4.5862 0.9926 5.5113  0.0879
81 H -5.3103 1.8764 6.8722  0.0876

Calculated values
Spin multiplicity: 1
SMILES: PC[C@H]1CO1.COCCOCCOC.COCCOCCOC.COCCOCCOC
Molecular weight: 492.587 g/mol
E_HOMO: -0.32081 Ha
Orbital gap: 9.05 eV
Electronic energy: -1922.8456 a.u.

=====

Entry 2:
Density functional theory data (ωB97M-V/def2-TZVPD) for a 4-piece molecular cluster, C26H54N4O6S overall at a distorted geometry.

Last column: Löwdin charge in e.
Atoms and positions in Å:
1 C 1.2933 -3.8076 -0.2212  -0.1576
2 N 2.4648 -3.4476 -1.1188  -0.1520
3 C 2.0351 -2.7232 -2.3747  -0.2078
4 C 2.3451 -1.1078 -2.3832  -0.2390
5 C 2.9315 -0.5092 -0.9750  -0.1698
6 O 2.6215 0.9441 -0.7639  -0.3177
7 S 0.9302 1.1100 -0.3918  0.8410
8 O 0.5340 2.5115 -0.9864  -0.3668
9 O 0.7024 1.0753 1.1483  -0.3569
10 C 0.0762 -0.2681 -1.3369  -0.3243
11 C -1.5430 -0.0942 -1.5116  -0.1525
12 C -2.2106 -1.5595 -1.0935  -0.2043
13 C -3.7835 -1.7207 -1.5240  -0.1448
14 C -4.2240 -2.1801 -3.0628  -0.0330
15 C -5.8263 -2.3610 -3.3695  -0.0656
16 C -6.9495 -2.1009 -2.1683  -0.0542
17 C -6.4995 -1.6265 -0.6523  -0.0683
18 C -4.9012 -1.4382 -0.3126  -0.0263
19 C 0.8947 -0.3810 -2.7915  -0.1237
20 H 1.5565 -4.7515 0.4329  0.0983
21 H 1.1582 -2.9058 0.5436  0.0894
22 H 0.2970 -4.0463 -0.7861  0.0819
23 H 2.8159 -4.3903 -1.4674  0.1096
24 H 0.8632 -2.8813 -2.5391  0.1074
25 H 2.5478 -3.1756 -3.3304  0.1306
26 H 3.1631 -0.8819 -3.2170  0.1481
27 H 2.4879 -1.0470 -0.0062  0.1247
28 H 4.1066 -0.7075 -0.9124  0.1594
29 H 0.2593 -1.2628 -0.7157  0.1089
30 H -1.8485 0.2133 -2.6066  0.1348
31 H -1.9255 0.7377 -0.7487  0.1377
32 H -1.6058 -2.3826 -1.7072  0.1027
33 H -2.0131 -1.8385 0.0502  0.1340
34 H -3.3896 -2.3793 -3.8657  0.0850
35 H -6.1842 -2.7025 -4.4399  0.0794
36 H -8.0864 -2.2696 -2.4012  0.0651
37 H -7.2822 -1.4550 0.2026  0.0789
38 H -4.4944 -1.1294 0.7611  0.0960
39 H 0.3030 -0.9842 -3.6007  0.1261
40 H 1.1971 0.6949 -3.2108  0.1393
41 C -10.2470 -4.1113 -4.7413  -0.1039
42 O -10.2336 -3.3123 -3.5688  -0.2172
43 C -11.5268 -2.8831 -3.1328  -0.1962
44 C -12.3117 -3.9422 -2.3251  -0.4309
45 C -12.9087 -5.0499 -3.1897  -0.0761
46 N -11.4753 -4.5522 -1.2818  0.0353
47 H -11.0321 -3.8095 -5.4403  0.0915
48 H -10.3541 -5.1636 -4.4744  0.0746
49 H -9.2790 -3.9986 -5.2404  0.0857
50 H -11.3441 -2.0256 -2.4732  0.1204
51 H -12.1140 -2.5023 -3.9771  0.1181
52 H -13.1492 -3.4285 -1.8377  0.1349
53 H -12.1629 -5.7829 -3.5103  0.0645
54 H -13.6720 -5.6006 -2.6288  0.0776
55 H -13.3883 -4.6363 -4.0837  0.0784
56 H -11.1570 -3.8176 -0.6481  0.0715
57 H -10.6135 -4.8727 -1.7312  0.0711
58 C 3.5562 2.7450 1.4988  -0.1070
59 O 4.7716 3.1482 2.1101  -0.1968
60 C 4.7338 4.4544 2.6924  -0.1978
61 C 4.0847 4.5092 4.0945  -0.4264
62 C 2.5611 4.4166 4.0656  -0.0742
63 N 4.6086 3.4529 4.9719  0.0393
64 H 3.0294 3.5815 1.0310  0.1000
65 H 2.9169 2.2495 2.2308  0.0700
66 H 3.7936 2.0099 0.7229  0.0687
67 H 5.7827 4.7595 2.7960  0.1046
68 H 4.2710 5.1723 2.0047  0.1187
69 H 4.3393 5.4804 4.5359  0.1337
70 H 2.2037 3.3977 3.8915  0.0668
71 H 2.1422 4.7386 5.0254  0.0749
72 H 2.1420 5.0639 3.2872  0.0788
73 H 5.6175 3.5778 5.0661  0.0397
74 H 4.5217 2.5669 4.4672  0.0711
75 C 10.6964 5.0507 2.1850  -0.1106
76 O 9.6494 4.1246 1.9411  -0.1926
77 C 9.7923 2.8784 2.6290  -0.1951
78 C 9.3353 2.9087 4.1056  -0.4227
79 C 10.3271 3.6011 5.0372  -0.0762
80 N 8.0208 3.5503 4.2492  0.0410
81 H 11.6646 4.5584 2.3132  0.0893
82 H 10.4582 5.6622 3.0564  0.0723
83 H 10.7630 5.7230 1.3234  0.0880
84 H 9.1468 2.1717 2.0924  0.1221
85 H 10.8155 2.4963 2.5306  0.1164
86 H 9.2491 1.8689 4.4436  0.1359
87 H 10.2903 4.6913 4.9574  0.0641
88 H 10.1051 3.3531 6.0811  0.0771
89 H 11.3532 3.2773 4.8307  0.0779
90 H 7.3395 3.0246 3.6998  0.0644
91 H 8.0694 4.4541 3.7717  0.0719

Calculated values
Spin multiplicity: 1
SMILES: CNC[C@@H]1COS(=O)(=O)[C@@H](CCc2ccccc2)C1.COC[C@@H](C)N.COC[C@@H](C)N.COC[C@@H](C)N
Molecular weight: 550.807 g/mol
E_HOMO: -0.31327 Ha
Orbital gap: 8.61 eV
Electronic energy: -2091.1546 a.u.

=====

Entry 3:
Density functional theory data (ωB97M-V/def2-TZVPD) for C2H6ClCrOS as an isolated structure at a distorted geometry.

Last column: Mulliken spin population.
Atoms and positions in Å:
1 Cr 0.5863 -0.5304 4.0580  4.8625
2 Cl 0.7698 -0.8871 2.1240  0.1465
3 C -0.0178 1.4963 -0.1174  0.1500
4 S -1.1695 0.0673 -0.3674  1.2792
5 O -2.0262 0.3788 -1.5626  1.1424
6 C 0.0725 -1.2291 -0.9471  0.3252
7 H -0.5245 2.3354 0.3593  0.0139
8 H 0.4046 1.7203 -1.0969  0.0157
9 H 0.7979 1.2479 0.5616  0.0289
10 H -0.3679 -2.1915 -1.2076  -0.0038
11 H 0.6925 -1.4797 -0.0863  0.0113
12 H 0.7823 -0.9282 -1.7177  0.0282

Calculated values
Spin multiplicity: 9
Energy above the lowest of the compared OMol25 structures with the same formula, charge and spin: 57.3 kcal per mole
Molecular weight: 165.585 g/mol
E_HOMO (spin up / spin down): -0.35970 / -0.54295 Ha
Orbital gap (spin up / spin down): 6.35 / 5.43 eV
<S²>: 20.02
Electronic energy: -2057.2453 a.u.
Net charge: +1

=====

Entry 4:
Density functional theory data (ωB97M-V/def2-TZVPD) for C39H40AsBIN8PV as an isolated structure.

Last column: Mulliken spin population.
Atoms and positions in Å:
1 V -1.0076 0.9218 1.4632  2.9064
2 C -2.2300 3.5265 4.7141  0.0018
3 C -2.3254 2.3365 3.9934  0.0253
4 N -1.4495 2.3052 2.9940  -0.0330
5 N -0.7739 3.4882 3.0539  0.0082
6 C -1.2248 4.2243 4.0738  0.0188
7 B 0.3845 3.7552 2.0468  -0.0173
8 N 1.4718 2.6482 2.2488  0.0326
9 C 2.7309 2.7711 2.6898  0.0128
10 C 3.2984 1.5148 2.7657  0.0037
11 C 2.2734 0.6616 2.3459  0.0246
12 N 1.1737 1.3385 2.0330  -0.0154
13 N -0.1510 3.6856 0.5907  0.0071
14 C -0.1196 4.6061 -0.3784  0.0166
15 C -0.7177 4.0831 -1.5074  0.0058
16 C -1.1000 2.7974 -1.1222  0.0217
17 N -0.7564 2.5503 0.1380  0.0108
18 H -2.8086 3.8327 5.5678  0.0008
19 H -2.9860 1.4958 4.1420  0.0029
20 H -0.7908 5.1914 4.2700  0.0014
21 H 0.8600 4.8489 2.2473  -0.0005
22 H 3.1321 3.7475 2.9080  0.0016
23 H 4.2940 1.2551 3.0814  0.0005
24 H 2.2868 -0.4118 2.2182  0.0069
25 H 0.3223 5.5704 -0.1856  0.0017
26 H -0.8569 4.5588 -2.4627  0.0006
27 H -1.6107 2.0292 -1.6833  -0.0033
28 C -2.7881 -3.2433 -4.6335  -0.0003
29 C -2.0856 -3.9794 -3.6949  0.0000
30 C -1.6843 -3.3914 -2.4956  -0.0004
31 C -1.9921 -2.0632 -2.2202  0.0054
32 C -2.6852 -1.3248 -3.1862  0.0027
33 C -3.0872 -1.9079 -4.3762  0.0001
34 P -1.4350 -1.1805 -0.7061  -0.0261
35 C -0.8750 -2.6154 0.2915  0.0042
36 C 0.4961 -2.7566 0.4974  0.0497
37 C 1.0079 -3.8615 1.1740  0.0092
38 C 0.1435 -4.8309 1.6605  0.0005
39 C -1.2294 -4.6932 1.4721  0.0007
40 C -1.7326 -3.5950 0.7892  -0.0004
41 C -3.0749 -0.6429 -0.0213  -0.1570
42 C -4.2947 -1.2127 -0.4065  -0.0164
43 C -5.4910 -0.6695 0.0340  0.0298
44 C -5.4605 0.4691 0.8352  -0.0226
45 C -4.2429 1.0214 1.2167  -0.0105
46 C -2.9922 0.4908 0.8282  0.0783
47 H -3.0981 -3.7008 -5.5645  0.0000
48 H -1.8441 -5.0173 -3.8873  -0.0001
49 H -1.1339 -3.9836 -1.7761  0.0000
50 H -2.9312 -0.2855 -2.9952  0.0000
51 H -3.6328 -1.3209 -5.1041  0.0000
52 H 1.1707 -1.9936 0.1204  -0.0488
53 H 2.0768 -3.9610 1.3190  -0.0002
54 H 0.5330 -5.6901 2.1919  -0.0001
55 H -1.9074 -5.4476 1.8533  0.0003
56 H -2.8019 -3.5011 0.6282  -0.0008
57 H -4.3155 -2.0742 -1.0656  -0.0010
58 H -6.4335 -1.1152 -0.2592  0.0018
59 H -6.3898 0.9263 1.1569  -0.0004
60 H -4.2663 1.9118 1.8409  0.0102
61 C 1.3920 0.7711 -3.0927  0.0016
62 As 1.9572 0.6448 -1.2236  0.0432
63 C 2.9650 2.3197 -1.1580  0.0006
64 C 3.4690 -0.6205 -1.4389  0.0008
65 C 4.4611 -0.3564 -2.5345  0.0005
66 C 5.5600 0.4756 -2.3212  0.0001
67 C 6.4529 0.7607 -3.3465  -0.0001
68 C 6.2637 0.2169 -4.6114  0.0001
69 C 5.1762 -0.6190 -4.8355  -0.0001
70 C 4.2860 -0.9000 -3.8071  0.0002
71 H 2.2436 0.8383 -3.7715  0.0004
72 H 0.7863 1.6753 -3.1795  -0.0013
73 H 0.7772 -0.0904 -3.3554  0.0001
74 H 3.5976 2.4472 -2.0384  0.0001
75 H 3.5771 2.3352 -0.2547  -0.0001
76 H 2.2362 3.1304 -1.1043  0.0000
77 H 2.9985 -1.5966 -1.5748  0.0001
78 H 3.9587 -0.6134 -0.4625  0.0002
79 H 5.7192 0.8994 -1.3352  0.0000
80 H 7.2994 1.4084 -3.1549  0.0000
81 H 6.9575 0.4387 -5.4120  0.0000
82 H 5.0188 -1.0564 -5.8136  0.0000
83 H 3.4419 -1.5563 -3.9909  0.0000
84 I -0.2084 -3.2853 6.0961  -0.0002
85 C -1.0357 -2.1260 4.6479  -0.0004
86 C -2.3529 -2.0878 4.2417  0.0197
87 N -2.4283 -1.2028 3.2488  0.0416
88 N -1.2374 -0.6558 2.9586  -0.1028
89 C -0.3844 -1.2104 3.8109  0.0511
90 H -3.2244 -2.6203 4.5854  0.0015
91 H -3.2162 -0.9418 2.6652  -0.0003
92 H 0.6512 -0.9156 3.7994  -0.0078

Calculated values
Spin multiplicity: 4
Energy above the lowest of the compared OMol25 structures with the same formula, charge and spin: 11.0 kcal per mole
Molecular weight: 915.361 g/mol
E_HOMO (spin up / spin down): -0.24987 / -0.28242 Ha
Orbital gap (spin up / spin down): 7.25 / 8.13 eV
<S²>: 3.76
Electronic energy: -5791.9847 a.u.